The following is a quantum chemistry calculation of C47H68BN7O4S3SeSr as an isolated structure, from the OMol25 dataset.

```
! wB97M-V def2-TZVPD RIJCOSX def2/J DEFGRID3
* xyz -2 1
Sr -0.13363 0.81981 -0.95325
C 4.86844 -3.91976 2.82478
C 3.80384 -3.28227 3.72816
C 4.48697 -2.83478 5.02264
C 2.75238 -4.34330 4.08483
C 3.13646 -2.12089 2.99493
C 2.46333 -2.35161 1.79422
C 1.85538 -1.34285 1.09040
Se 0.84799 -1.86524 -0.49583
C -0.79128 -2.38458 0.43867
C -0.89679 -3.71839 0.78826
C -1.98526 -4.20189 1.49714
C -2.96995 -3.27747 1.84565
C -2.92648 -1.93598 1.50841
C -1.81417 -1.44312 0.75120
O -1.75156 -0.20217 0.39981
C -4.02910 -0.97231 1.95946
C -4.67732 -0.27130 0.75909
C -5.14442 -1.68926 2.72781
C -3.42322 0.08680 2.89309
C -2.15655 -5.67267 1.87140
C -0.95514 -6.51548 1.44236
C -3.40590 -6.23641 1.18110
C -2.31614 -5.81546 3.39154
C 1.92942 0.03330 1.51433
O 1.45881 0.98493 0.77766
C 2.52839 0.25737 2.79215
C 3.11406 -0.82024 3.46345
C 2.46506 1.56559 3.61052
C 1.58983 1.29382 4.84841
C 3.85198 2.01213 4.10234
C 1.85184 2.76009 2.88227
H 5.33496 -4.77571 3.32078
H 4.43569 -4.26508 1.88684
H 5.64662 -3.19430 2.58122
H 4.95837 -3.69408 5.50516
H 5.25992 -2.09000 4.82902
H 3.77251 -2.40709 5.72654
H 3.21701 -5.19386 4.59282
H 1.98999 -3.91999 4.74028
H 2.24611 -4.71463 3.19496
H 2.38924 -3.35921 1.39616
H -0.09412 -4.37788 0.48377
H -3.82351 -3.63669 2.40761
H -5.02884 -1.00211 0.02831
H -5.53520 0.31823 1.09715
H -3.96757 0.38781 0.27118
H -5.63458 -2.45038 2.11867
H -4.77528 -2.16547 3.63767
H -5.90024 -0.95558 3.01790
H -2.64021 0.63749 2.37847
H -4.19761 0.78821 3.21761
H -2.99312 -0.38763 3.77818
H -0.82216 -6.49837 0.36058
H -0.03237 -6.15929 1.90195
H -1.10681 -7.55409 1.74865
H -3.33943 -6.09956 0.10204
H -3.51767 -7.30373 1.39230
H -4.30649 -5.72693 1.52265
H -1.42970 -5.44166 3.90501
H -3.17304 -5.25030 3.75503
H -2.46015 -6.86411 3.66685
H 3.55109 -0.61794 4.43360
H 2.03284 0.53647 5.49627
H 1.46096 2.21068 5.43205
H 0.60539 0.93756 4.54551
H 4.40381 1.20789 4.58863
H 4.45861 2.38663 3.27969
H 3.73680 2.82631 4.82247
H 0.84404 2.55564 2.53457
H 1.82716 3.61347 3.57022
H 2.43969 3.02947 2.01072
C 1.22634 4.67602 0.06368
C -0.17909 4.98548 -0.31608
N -1.03991 4.05496 -0.58346
C -2.20346 4.59218 -1.07986
C -2.24081 5.95835 -1.13230
S -0.74418 6.58548 -0.58444
C -3.20183 3.66724 -1.62628
C -4.38411 3.98631 -2.23434
S -5.06196 2.56436 -2.90024
C -3.72764 1.64715 -2.32467
N -2.85473 2.35214 -1.66797
C -3.55437 0.20580 -2.63375
H 1.25113 3.71456 0.57065
H 1.66447 5.44218 0.70403
H 1.82582 4.57741 -0.84424
H -3.03165 6.58729 -1.49626
H -4.85084 4.94928 -2.32194
H -4.50359 -0.29584 -2.81773
H -3.04373 -0.28489 -1.80783
H -2.91912 0.11501 -3.51635
N -0.93365 -2.00320 -2.87861
C -1.85148 -2.46202 -3.42511
N -2.90205 -3.03593 -3.96002
C -3.24364 -2.61088 -5.15658
N -3.62962 -2.30606 -6.21041
C 4.63951 2.36272 0.63800
N 4.55463 1.36148 -0.39646
C 3.78271 1.43136 -1.49886
S 3.40594 0.06257 -2.36115
N 3.26374 2.63924 -1.88032
C 4.03332 3.85780 -2.00339
H 4.98378 1.86389 1.54112
H 3.66206 2.80956 0.83501
H 5.35709 3.15335 0.39679
H 4.68843 0.40552 -0.10635
H 2.60099 2.49716 -2.63986
H 4.37548 4.23774 -1.04109
H 3.37789 4.61062 -2.43927
H 4.90360 3.73476 -2.65949
C 1.49222 2.01810 -6.19790
C 0.39100 2.89320 -5.59750
C 0.35343 4.22813 -6.33790
O 0.75181 3.14443 -4.24067
B -0.02034 2.36133 -3.33361
O -1.05024 1.76460 -4.11976
C -0.98795 2.16733 -5.49071
C -1.11883 0.91707 -6.35334
C -2.19081 3.08234 -5.73128
H 2.43504 2.56680 -6.15282
H 1.29568 1.75564 -7.23796
H 1.61766 1.10326 -5.62106
H 1.34648 4.67825 -6.30330
H -0.34667 4.92035 -5.87657
H 0.07694 4.09865 -7.38645
H -0.41527 0.14996 -6.03912
H -0.95496 1.13764 -7.41083
H -2.11998 0.49841 -6.25258
H -2.15824 3.95139 -5.07434
H -3.09630 2.52416 -5.49601
H -2.25618 3.42218 -6.76700
*
```

Here are the Löwdin charges for atoms 1 to 6, given in e: number 1, Sr, carries 1.185; number 2, C, carries -0.057; number 3, C, carries -0.560; number 4, C, carries -0.078; number 5, C, carries -0.053; number 6, C, carries -0.194


The following is a quantum chemistry calculation of one molecule with the formula C4H5NO3, from the OMol25 dataset.

```
! wB97M-V def2-TZVPD RIJCOSX def2/J DEFGRID3
* xyz 0 1
O 2.82502 -0.16285 -0.12118
C 1.42731 -0.02986 -0.10191
C 0.61453 1.24576 0.05240
C -0.68820 0.73908 0.16534
O -1.86237 1.32354 -0.11340
N -0.72757 -0.62871 0.46223
O -1.90567 -1.14531 -0.40364
C 0.61194 -1.13896 0.13922
H 3.32921 0.68218 -0.54253
H 1.29336 2.24273 0.27749
H -2.60718 0.66864 0.07640
H -2.09016 -2.01845 0.24544
H 0.91839 -2.19321 0.28310
*
```

**SMILES string**: Oc1cc(O)n(O)c1

Here are the natural (NBO) charges for atoms 1 to 6, given in e: number 1, O, carries -0.686; number 2, C, carries 0.314; number 3, C, carries -0.451; number 4, C, carries 0.482; number 5, O, carries -0.648; number 6, N, carries -0.147


The following is a quantum chemistry calculation of a 3-piece molecular cluster, C36H62BBr2FN2O10 overall, from the OMol25 dataset.

```
! wB97M-V def2-TZVPD RIJCOSX def2/J DEFGRID3
* xyz 0 1
C 3.97179 -3.68373 1.21924
C 4.96806 -3.65892 0.04203
C 5.26353 -2.21172 -0.37609
C 6.10896 -2.12481 -1.64614
C 6.92225 -0.81457 -1.75986
C 6.42245 0.21065 -2.80045
C 4.91393 0.33826 -2.91840
C 4.27039 0.86947 -1.62660
C 3.82086 2.34255 -1.73278
C 2.60514 2.72444 -0.91917
C 2.71075 3.55051 0.25371
C 3.99372 4.07923 0.83135
Br 4.88066 5.26458 -0.45986
C 4.96847 3.08106 1.53787
C 6.31750 2.82131 0.90295
Br 4.08078 1.39618 2.00196
C 1.55140 3.91963 0.90829
O 1.59453 4.72508 2.02964
C 0.27827 3.50412 0.45515
N -0.82921 3.91798 1.14093
C -1.98073 3.50663 0.69020
C -3.20820 3.96677 1.41606
C -4.06849 4.82883 0.56290
O -3.72388 5.57532 -0.26479
F -5.36802 4.66101 0.81027
C -2.07720 2.64364 -0.43885
C -3.42917 2.16833 -0.91741
O -4.14670 1.47501 0.07833
C -3.97538 0.05636 0.05309
C -5.29107 -0.63571 -0.32355
O -5.18713 -1.34350 -1.55320
C -4.53084 -2.59741 -1.41113
C -4.76824 -3.41000 -2.69451
N -1.03628 2.22927 -1.10632
C 0.17613 2.68100 -0.65988
C 1.36088 2.28533 -1.34951
C 1.18167 1.35864 -2.51612
B 0.99196 -0.15565 -2.05994
O 0.78526 -0.49271 -0.73304
O 1.01374 -1.17297 -2.96795
H 4.50312 -3.95457 2.12608
H 3.15337 -4.37338 1.04844
H 3.53232 -2.69984 1.35966
H 4.54507 -4.17522 -0.81560
H 5.90771 -4.11906 0.32930
H 5.77463 -1.72672 0.45367
H 4.29985 -1.73020 -0.52421
H 6.82366 -2.94433 -1.58498
H 5.49167 -2.28896 -2.52270
H 6.93239 -0.32435 -0.78663
H 7.95482 -1.08207 -1.96204
H 6.86774 -0.04053 -3.76229
H 6.84526 1.17741 -2.52547
H 4.73802 1.06873 -3.70894
H 4.45608 -0.58756 -3.25236
H 5.04764 0.82846 -0.87415
H 3.48991 0.21559 -1.26084
H 4.67390 2.97024 -1.51433
H 3.60572 2.51694 -2.78015
H 3.69492 4.76001 1.60833
H 5.17311 3.51062 2.50881
H 6.26435 2.32823 -0.05934
H 6.85850 2.14833 1.56677
H 6.90210 3.73014 0.86148
H 1.29428 4.21604 2.78937
H -3.76312 3.11499 1.79308
H -2.91871 4.56772 2.27493
H -3.25996 1.54694 -1.79404
H -4.00586 3.02255 -1.27143
H -3.71286 -0.23626 1.06881
H -3.17164 -0.24574 -0.61049
H -6.07830 0.09777 -0.46274
H -5.60079 -1.31030 0.47542
H -3.45931 -2.44257 -1.27993
H -4.95745 -3.12711 -0.56094
H -3.81784 -3.68389 -3.13841
H -5.32209 -2.79456 -3.39158
H -5.34752 -4.29367 -2.45454
H 1.95649 1.47589 -3.26405
H 0.24427 1.61363 -3.01221
H 1.57438 -0.28946 -0.21890
H 0.88348 -0.85579 -3.86632
C 1.96451 -4.64044 4.34057
O 2.70617 -5.80291 4.01670
C 3.42309 -6.33871 5.11697
C 2.71280 -7.52536 5.73013
O 1.47741 -7.15493 6.32143
C 0.35486 -7.45001 5.50975
H 1.27227 -4.44729 3.52251
H 1.39475 -4.76792 5.26384
H 2.63555 -3.78023 4.44347
H 3.59838 -5.56862 5.87444
H 4.39633 -6.66862 4.73972
H 3.34147 -7.93811 6.52539
H 2.56186 -8.30661 4.97910
H 0.14450 -8.52494 5.52286
H 0.50314 -7.12221 4.47847
H -0.50129 -6.92196 5.92668
C -7.02464 2.72868 -1.30639
O -8.26044 2.08204 -1.04563
C -9.26718 2.96550 -0.57890
C -10.23107 3.35151 -1.67915
O -9.59826 4.11555 -2.69300
C -9.26155 3.35744 -3.84071
H -6.40621 2.03682 -1.87885
H -7.15928 3.64531 -1.88587
H -6.51705 2.96171 -0.36911
H -8.81943 3.85958 -0.13451
H -9.82192 2.44032 0.20534
H -11.02228 3.97473 -1.25038
H -10.69803 2.45798 -2.10471
H -10.15711 3.14152 -4.43376
H -8.76694 2.42008 -3.57644
H -8.58029 3.95647 -4.44299
*
```

**SMILES string**: CCCCCCCCCc1c([C@H](Br)[C@H](C)Br)c(O)c2nc(CC(=O)F)c(COCCOCC)nc2c1CB(O)O.COCCOC.COCCOC

Here are the Löwdin charges for atoms 1 to 6, given in e: number 1, C, carries -0.100; number 2, C, carries -0.249; number 3, C, carries -0.233; number 4, C, carries -0.193; number 5, C, carries -0.191; number 6, C, carries -0.202


The following is a quantum chemistry calculation of one molecule with the formula C7H6O, from the OMol25 dataset.

```
! wB97M-V def2-TZVPD RIJCOSX def2/J DEFGRID3
* xyz 0 1
C -2.20334 -0.05654 -0.02808
C -1.35023 -1.10863 -0.17147
C -0.01149 -0.61342 0.19925
O 1.21212 -1.26252 -0.19212
C 2.08192 -0.08279 0.08214
C 1.50711 1.14584 0.01970
C -0.03438 0.85486 -0.02569
C -1.40143 1.30308 -0.00872
H -3.40228 -0.09450 0.35139
H -1.51114 -2.06142 -0.01512
H -0.09619 -0.89080 1.34577
H 3.24647 0.10045 -0.10922
H 1.99354 1.97836 -0.04309
H -1.45628 2.41356 -0.39558
*
```

**SMILES string**: C1=C[C@H]2OC=CC2=C1

Here are the natural (NBO) charges for atoms 1 to 6, given in e: number 1, C, carries -0.184; number 2, C, carries -0.230; number 3, C, carries -0.006; number 4, O, carries -0.470; number 5, C, carries 0.107; number 6, C, carries -0.271


The following is a quantum chemistry calculation of C5H6O4Y as an isolated structure, from the OMol25 dataset.

```
! wB97M-V def2-TZVPD RIJCOSX def2/J DEFGRID3
* xyz 3 1
O 2.78316 1.15387 -0.76900
C 2.21915 0.31640 -0.00488
O 2.82131 -0.09916 1.02696
O 1.02593 -0.16102 -0.27750
C 0.11773 -0.37792 0.80808
C -1.19201 -0.86811 0.23684
Y 4.79733 1.21439 0.54943
H 0.02150 0.54236 1.39839
H 0.52350 -1.14950 1.47385
H -1.08100 -1.94699 0.06288
H -2.64767 -0.70188 -1.44545
C -2.01899 1.16024 -0.54690
C -1.73258 -0.23283 -1.04976
O -2.40057 2.18092 -0.30568
H -2.26357 -0.94674 0.67855
H -0.97322 -0.08404 -1.83580
*
```

Here are the natural (NBO) charges for atoms 1 to 6, given in e: number 1, O, carries -0.767; number 2, C, carries 1.010; number 3, O, carries -0.790; number 4, O, carries -0.470; number 5, C, carries -0.096; number 6, C, carries -0.488


The following is a quantum chemistry calculation of C19H30N3O2 as an isolated structure, from the OMol25 dataset.

```
! wB97M-V def2-TZVPD RIJCOSX def2/J DEFGRID3
* xyz 1 1
C -2.53252 -3.55745 0.95935
C -2.47860 -2.26175 0.15872
C -3.56798 -1.44985 -0.26519
N -3.26097 -0.41053 -0.91466
C -1.91773 -0.52476 -1.05794
C -1.11636 0.51643 -1.37544
C 0.20211 0.25199 -1.10385
C 0.74332 -0.73663 -0.72225
C -0.16293 -1.68309 -0.19102
C -1.43788 -1.55478 -0.25306
H 0.22916 -2.38274 0.41353
C 2.11709 -0.89903 -0.51598
O 2.68455 -2.06798 0.15754
O 2.99145 -0.03279 -1.05310
C 4.37457 -0.27240 -1.09956
C 4.82127 0.44714 0.41573
N 6.34516 0.26427 0.58188
C 6.77937 -0.95074 0.90572
H 7.91757 -0.68931 1.18912
H 6.85839 -1.49594 0.05569
H 6.12359 -1.38063 1.46631
C 6.99359 1.20104 -0.30894
H 7.16546 0.68101 -1.36507
H 8.05976 1.26549 0.09955
H 6.69972 2.26878 -0.88542
H 4.47172 0.06446 1.14748
H 4.60813 1.34649 0.21388
H 4.83329 0.34826 -1.91173
H 4.55991 -1.35462 -0.80237
H 1.03917 1.03951 -1.60316
H -1.38848 1.55916 -2.06526
C -4.17103 0.71061 -1.37633
H -5.10695 0.43153 -1.50583
H -3.72518 1.10272 -2.14452
C -4.30165 1.67040 -0.07954
H -4.68599 2.85945 -0.40859
H -4.88220 1.32843 0.52415
N -2.93536 2.06209 0.78311
C -2.68865 3.53111 0.62190
H -2.84362 4.07133 -0.28596
H -1.59448 3.58307 1.16975
H -3.54005 4.03300 1.49910
C -2.85807 1.34910 1.85835
H -2.97422 0.17789 1.76833
H -3.56768 1.87055 2.47633
H -1.59060 1.48825 2.17923
H -2.12859 1.50578 -0.06812
C -5.04034 -2.00701 -0.06702
H -5.67881 -1.02114 0.37975
H -5.42006 -2.75656 0.43113
H -5.61686 -1.87473 -1.13425
H -2.30777 -4.31315 0.12637
H -3.34877 -3.73316 1.23936
H -1.74794 -3.61856 1.74282
*
```

Here are the natural (NBO) charges for atoms 1 to 6, given in e: number 1, C, carries -0.568; number 2, C, carries -0.060; number 3, C, carries 0.212; number 4, N, carries -0.398; number 5, C, carries 0.257; number 6, C, carries -0.413


no.,HOMO energy (Eh),Kohn-Sham gap (Ha),strongest force on any atom (eV Å⁻¹)
1,-0.05548,0.182,1.7
2,-0.28913,0.302,5.9
3,-0.31571,0.304,1.7
4,-0.30345,0.306,9.0
5,-0.81235,0.273,4.4
6,-0.33986,0.225,18.1